C24H36N9OSSi2V | the ωB97M-V functional and the def2-TZVPD basis

XYZ file:
```
74
Properties=species:S:1:pos:R:3:forces:R:3
V 0.14971 0.18606 -0.51812 -0.395 -0.143 0.258
C -0.31775 4.41348 1.50020 -0.073 0.103 0.068
Si 0.08367 3.46775 -0.07722 0.057 -0.099 0.070
C -1.57318 3.10151 -0.90969 -0.135 0.006 -0.077
C 0.97884 4.68538 -1.21249 0.037 0.071 -0.101
N 0.89097 2.00582 0.17263 0.367 -0.260 -0.042
C 2.08214 1.82707 0.86548 -0.158 -0.183 0.011
C 2.87214 2.86729 1.35195 0.095 0.118 0.055
C 4.02399 2.65268 2.11597 -0.065 0.028 -0.048
C 4.39966 1.36029 2.41420 -0.055 -0.113 -0.035
C 3.63758 0.29414 1.92339 0.134 -0.010 0.094
C 2.50945 0.47186 1.12318 -0.258 0.041 -0.055
N 1.75353 -0.56707 0.58411 0.107 0.431 0.055
Si 2.21548 -2.19995 0.61997 -0.021 0.067 0.024
C 1.78050 -3.06374 2.24793 0.019 -0.038 0.110
C 4.05858 -2.50533 0.29309 0.067 -0.109 -0.075
C 1.35177 -3.13220 -0.78037 -0.048 -0.017 -0.073
H -0.97412 5.26425 1.28676 0.008 -0.013 0.025
H 0.57501 4.79239 2.00118 -0.003 -0.011 -0.010
H -0.83233 3.74942 2.20021 -0.003 0.012 -0.012
H -1.82624 3.89065 -1.62577 -0.028 0.007 0.049
H -2.37897 3.05736 -0.17030 0.025 -0.013 0.003
H -1.60197 2.15432 -1.45889 0.069 0.015 -0.004
H 0.36099 5.56983 -1.40124 0.026 -0.003 0.000
H 1.20277 4.22005 -2.17794 -0.016 0.010 0.011
H 1.92843 5.02009 -0.78866 -0.013 -0.008 0.004
H 2.57197 3.88916 1.14235 -0.002 -0.014 -0.006
H 4.59851 3.49841 2.47757 -0.004 -0.002 -0.005
H 5.27186 1.15762 3.02593 -0.002 0.016 -0.001
H 3.93381 -0.71441 2.19030 -0.011 0.008 -0.008
H 1.07894 -2.45115 2.82003 -0.005 -0.006 -0.021
H 2.66795 -3.20990 2.87115 -0.028 0.004 0.008
H 1.31371 -4.04142 2.09716 0.030 0.001 -0.004
H 4.67164 -2.55094 1.19460 -0.021 -0.003 0.001
H 4.46137 -1.70876 -0.33917 -0.033 -0.011 -0.003
H 4.17327 -3.45721 -0.23753 0.041 0.016 0.018
H 0.40296 -2.69645 -1.10384 0.009 0.036 0.057
H 1.16281 -4.16897 -0.48326 0.034 -0.004 -0.047
H 2.00882 -3.14333 -1.65517 -0.044 -0.016 -0.007
O -1.40030 0.14179 0.88105 -0.211 0.007 0.077
N -2.66336 0.01580 0.50622 0.418 0.111 0.122
C -3.58578 0.38452 1.42391 -0.112 -0.156 -0.090
C -4.92378 0.26894 1.17193 0.163 -0.017 -0.042
C -5.31501 -0.23730 -0.07300 -0.201 0.048 0.133
C -4.36511 -0.58036 -0.99536 0.287 -0.048 -0.133
C -2.98435 -0.44723 -0.73279 -0.279 0.021 0.025
S -1.74758 -0.79880 -1.87315 -0.091 0.076 0.111
H -3.14578 0.75183 2.33787 -0.033 0.007 0.017
H -5.63049 0.56449 1.93261 -0.047 -0.009 -0.035
H -6.36593 -0.35201 -0.30660 0.017 -0.002 -0.017
H -4.63681 -0.96310 -1.96894 -0.012 0.005 0.009
N 4.11355 -0.29275 -4.17047 -0.122 0.199 0.213
N 2.93881 0.17570 -3.57345 0.361 0.139 -0.183
N 2.16884 1.07205 -4.14427 -0.313 -0.275 0.002
C 1.17384 1.12830 -3.26575 0.178 0.248 0.073
N 1.38289 0.32205 -2.21282 0.447 -0.115 -0.628
N 2.53413 -0.27839 -2.42945 -0.217 -0.111 0.157
H 4.73495 0.50930 -4.23130 0.047 -0.029 -0.034
H 4.50406 -0.93279 -3.48296 -0.010 -0.039 -0.049
H 0.31135 1.76586 -3.35314 0.031 0.017 -0.057
N -1.63251 -2.84634 1.02877 -0.055 -0.025 0.033
C -2.00895 -3.62194 2.09604 0.080 0.008 -0.043
C -2.06193 -3.07753 3.38616 -0.007 -0.027 0.005
C -2.48409 -3.84794 4.45467 0.000 0.015 0.043
C -2.86455 -5.17422 4.28154 0.013 0.024 -0.043
C -2.80766 -5.71727 3.00427 -0.003 -0.012 -0.008
C -2.38675 -4.95926 1.92440 -0.016 0.002 0.025
H -1.37087 -3.29522 0.16805 -0.001 -0.040 0.025
H -1.14572 -1.97803 1.20638 -0.016 0.077 0.001
H -1.75729 -2.04736 3.53401 0.002 -0.008 -0.004
H -2.50860 -3.40466 5.44358 -0.004 -0.006 -0.007
H -3.19061 -5.77121 5.12295 0.002 0.003 -0.001
H -3.09241 -6.75057 2.84218 -0.001 0.003 0.009
H -2.34698 -5.39483 0.93222 0.001 -0.004 0.005
```
Positions in Å, forces in eV/Å.

F_max (eV/A): 0.8
Gap between HOMO and LUMO (spin up / spin down) (hartree): 0.1914 / 0.2091
Net charge: -1
Multiplicity: 4
E_HOMO (spin up / spin down) (eV): -2.6 / -3.1

Atom charges from the Mulliken analysis, given in e for atoms 1 to 4: number 1, V, carries -0.190; number 2, C, carries -1.198; number 3, Si, carries -0.122; number 4, C, carries -0.918

C24H37N3O4 | the ωB97M-V functional and the def2-TZVPD basis

XYZ file:
```
68
Properties=species:S:1:pos:R:3:forces:R:3
C 5.05019 1.47076 -1.53784 -0.387 0.113 0.226
C 4.31441 2.18980 -0.42263 0.530 0.110 0.103
O 2.97000 1.70849 -0.39139 -0.051 -0.076 -0.359
C 2.28965 1.86870 0.74007 -0.334 0.125 0.089
O 2.71910 2.44835 1.70471 0.134 0.047 0.105
C 0.92611 1.18340 0.68856 0.034 0.018 0.133
C 1.12935 -0.20761 1.34981 0.167 0.136 -0.124
C 2.30687 -0.95839 0.79678 -0.058 -0.144 0.218
C 2.17308 -1.83531 -0.27468 0.140 -0.017 0.059
C 3.27032 -2.47773 -0.80804 0.233 -0.050 -0.055
C 4.54224 -2.26511 -0.27690 -0.136 0.023 -0.014
O 5.56263 -2.93295 -0.88623 -0.345 -0.007 -0.071
C 6.86647 -2.76956 -0.38486 0.203 0.027 0.082
C 4.68306 -1.41272 0.81268 0.319 -0.157 -0.118
C 3.57207 -0.77477 1.33638 -0.190 -0.091 -0.034
C -0.08668 1.99160 1.51930 0.099 0.210 -0.163
C -0.89034 2.93111 0.63235 -0.064 0.214 0.416
N -1.69644 2.15977 -0.29793 0.267 0.048 0.123
C -2.96717 2.54725 -0.52752 -0.190 -0.003 -0.252
O -3.42420 3.57532 -0.05823 -0.281 0.212 0.029
C -3.81206 1.64277 -1.41781 -0.169 -0.015 0.047
N -3.86290 0.28352 -0.91212 -0.226 0.059 -0.058
C -4.54764 -0.61438 -1.82255 0.171 -0.260 -0.058
C -4.47881 -2.03798 -1.28060 -0.104 0.152 -0.207
N -5.12381 -2.10303 0.01604 0.086 -0.031 -0.077
C -5.20937 -3.46229 0.52103 -0.184 -0.032 0.098
C -6.22007 -3.58715 1.65567 0.230 -0.021 -0.170
C -4.44371 -1.20232 0.92635 -0.137 0.245 0.060
C -4.50746 0.22151 0.38792 0.115 -0.153 0.212
C -1.09175 0.94682 -0.81106 0.267 -0.424 -0.138
C 0.42805 1.05896 -0.75784 -0.193 0.046 -0.014
H 5.02694 0.39800 -1.36390 0.044 -0.104 0.000
H 6.08169 1.80915 -1.57392 0.118 0.033 -0.023
H 4.57468 1.67578 -2.49291 0.009 0.012 -0.149
H 4.77743 2.00134 0.55176 -0.066 0.066 -0.149
H 4.29629 3.27254 -0.59104 -0.017 -0.131 0.097
H 0.21552 -0.78764 1.20804 -0.078 0.027 0.065
H 1.27627 -0.04624 2.41984 -0.100 -0.015 0.019
H 1.19542 -2.03203 -0.69124 -0.114 -0.007 -0.044
H 3.17020 -3.15523 -1.64122 -0.015 -0.094 -0.101
H 7.19676 -1.72749 -0.45204 -0.019 -0.034 0.022
H 6.94461 -3.10946 0.65291 -0.004 0.031 -0.032
H 7.50368 -3.38877 -1.01419 0.000 0.060 0.073
H 5.64794 -1.23780 1.26241 0.106 -0.012 0.021
H 3.69827 -0.11617 2.18390 0.008 0.084 0.095
H 0.44954 2.56322 2.27820 -0.066 -0.086 0.024
H -0.77614 1.31510 2.02740 -0.022 -0.064 0.034
H -1.57685 3.54217 1.22330 0.175 -0.046 -0.120
H -0.22215 3.60889 0.08845 -0.041 0.048 0.057
H -4.81274 2.10281 -1.48052 0.169 0.008 0.003
H -3.38244 1.62732 -2.42459 -0.021 0.004 0.006
H -5.60636 -0.33103 -1.95029 0.029 0.005 -0.036
H -4.05463 -0.57172 -2.79738 -0.037 0.010 -0.006
H -3.41872 -2.34799 -1.22234 -0.042 -0.008 -0.033
H -4.99876 -2.71009 -1.96753 0.045 -0.005 0.021
H -5.54007 -4.09367 -0.30813 0.088 0.005 0.025
H -4.22330 -3.83502 0.85435 -0.031 -0.001 -0.097
H -6.40147 -4.63723 1.87070 -0.028 -0.088 0.097
H -7.15630 -3.12041 1.36273 -0.119 0.031 -0.010
H -5.86317 -3.11170 2.56511 -0.015 0.022 0.128
H -3.38452 -1.49559 1.05923 -0.045 0.008 0.029
H -4.93658 -1.23554 1.89821 0.055 0.009 0.021
H -5.56378 0.53291 0.32402 0.037 0.036 0.032
H -3.99044 0.89985 1.07017 -0.046 -0.009 0.051
H -1.43356 0.08170 -0.23226 0.056 -0.011 -0.140
H -1.40904 0.79281 -1.84409 0.027 -0.098 0.089
H 0.73504 1.93535 -1.32962 0.023 -0.046 -0.063
H 0.88158 0.19053 -1.23339 -0.011 0.055 -0.094
```
Positions in Å, forces in eV/Å.

F_max (eV/A): 0.6
Gap between HOMO and LUMO (hartree): 0.3359
E_HOMO (eV): -8.5
Structure (SMILES): CCOC(=O)C1(Cc2ccc(OC)cc2)CCN(C(=O)CN2CCN(CC)CC2)CC1

Atom charges from the Mulliken analysis, given in e for atoms 1 to 4: number 1, C, carries -0.975; number 2, C, carries -0.376; number 3, O, carries -0.200; number 4, C, carries -0.739

C24H37NO3SSiTi | the ωB97M-V functional and the def2-TZVPD basis

XYZ file:
```
68
Properties=species:S:1:pos:R:3:forces:R:3
Ti 7.53482 11.79474 12.33584 0.735 1.292 0.665
C 5.93403 8.34162 11.97142 0.170 0.236 -0.065
C 5.81531 9.74155 11.37245 -1.924 -0.845 0.169
C 5.17871 9.69908 9.98393 0.245 0.161 0.194
C 4.99582 10.64167 12.31683 0.442 0.065 -0.297
O 7.10529 10.35026 11.27177 -0.306 -2.085 -1.571
Si 8.61489 9.72388 10.71146 1.096 0.531 0.084
S 9.71082 11.38770 11.44535 -0.234 -0.580 -0.409
O 8.83353 8.36202 11.53867 -0.361 0.109 0.105
C 9.87977 7.38612 11.34744 0.316 -0.576 0.038
C 9.53520 6.51707 10.14137 0.042 0.183 0.192
C 11.20231 8.11293 11.13832 -0.266 -0.040 0.163
C 9.91713 6.54347 12.61973 -0.043 0.283 -0.249
O 8.51478 9.38840 9.14612 -0.139 -0.090 0.359
C 8.81851 10.05606 7.91028 0.064 0.196 -0.580
C 8.29302 11.48340 7.96940 0.133 -0.245 0.095
C 8.12060 9.26617 6.80404 0.174 0.190 0.286
C 10.33251 10.05173 7.72491 -0.298 -0.050 0.121
H 4.94431 7.92949 12.15280 -0.085 0.046 -0.016
H 6.48588 8.37501 12.91356 -0.049 -0.055 -0.033
H 6.46867 7.68607 11.28974 -0.004 -0.103 0.015
H 4.19642 9.23103 10.02917 0.000 0.007 0.060
H 5.80912 9.11946 9.31267 0.011 -0.029 -0.086
H 5.06745 10.71055 9.58681 -0.005 -0.041 -0.030
H 4.00834 10.20450 12.46103 0.044 0.156 0.084
H 4.87439 11.65051 11.88822 -0.044 -0.153 0.128
H 5.48421 10.70527 13.30836 -0.235 -0.054 -0.099
H 9.41668 7.13691 9.25747 0.000 -0.029 -0.116
H 8.61255 5.96814 10.31657 -0.097 -0.046 0.003
H 10.33550 5.80253 9.96872 0.064 -0.103 -0.035
H 11.15766 8.70422 10.22600 0.130 0.079 -0.175
H 12.02354 7.40575 11.05592 0.056 -0.047 -0.028
H 11.38500 8.78471 11.97484 0.117 0.025 0.036
H 8.95011 6.08114 12.79932 -0.115 -0.044 0.002
H 10.17524 7.16361 13.47479 0.039 0.039 0.101
H 10.66003 5.75897 12.51472 0.110 -0.103 0.029
H 7.22448 11.47340 8.18325 -0.099 0.042 -0.017
H 8.45569 11.98376 7.01844 0.001 0.082 -0.069
H 8.82000 12.02614 8.75438 -0.033 0.123 -0.043
H 7.04047 9.30540 6.92549 -0.105 -0.005 0.021
H 8.43794 8.22775 6.80901 0.056 -0.133 0.029
H 8.37613 9.69984 5.84152 -0.008 0.032 -0.137
H 10.79982 10.59020 8.54788 0.122 0.076 0.021
H 10.59216 10.53904 6.78984 0.075 0.072 -0.091
H 10.71517 9.03386 7.70381 0.027 -0.107 -0.015
N 8.25161 12.28718 14.16904 0.974 0.080 1.223
C 7.28144 13.19004 14.74110 -0.476 0.797 0.543
C 6.73036 12.89034 15.98068 -0.068 -0.149 -0.084
C 5.82457 13.75464 16.57407 0.154 -0.068 0.059
C 5.51726 14.95733 15.95837 0.063 -0.022 -0.051
C 6.06804 15.25997 14.72612 0.082 -0.206 0.128
C 6.93277 14.37692 14.07748 0.000 -0.253 0.066
C 7.34273 14.66843 12.68485 -0.165 -0.101 -0.298
C 7.70009 15.96746 12.32479 0.159 -0.102 0.010
C 7.93396 16.28409 10.99921 -0.028 0.098 0.074
C 7.72933 15.33217 10.01253 -0.042 -0.231 0.026
C 7.36684 14.04238 10.36927 -0.086 0.006 -0.189
C 7.20462 13.66077 11.70354 -0.207 1.116 -0.222
H 8.52947 11.58366 14.86305 0.003 0.281 -0.384
H 9.10248 12.79480 13.88120 -0.158 -0.159 0.274
H 7.01769 11.97514 16.48694 -0.001 -0.003 0.033
H 5.39445 13.50139 17.53146 -0.018 -0.008 0.048
H 4.84491 15.65490 16.43297 -0.077 0.043 0.035
H 5.81359 16.18530 14.23352 -0.078 0.055 -0.085
H 7.81618 16.71952 13.09329 0.016 0.077 0.022
H 8.25727 17.27864 10.73353 -0.005 0.111 -0.025
H 7.87706 15.58474 8.97360 -0.027 0.051 -0.102
H 7.18812 13.30937 9.58579 0.168 0.129 0.061
```
Positions in Å, forces in eV/Å.

F_max (eV/A): 2.6
Gap between HOMO and LUMO (spin up / spin down) (hartree): 0.2834 / 0.3207
Net charge: +1
Multiplicity: 2
E_HOMO (spin up / spin down) (eV): -10.6 / -11.4

Atom charges from the Mulliken analysis, given in e for atoms 1 to 4: number 1, Ti, carries -0.434; number 2, C, carries -1.715; number 3, C, carries 1.832; number 4, C, carries -1.526

Question: Among the records above, which one has the highest F_max?
Answer: C24H37NO3SSiTi

Question: Which formula does entry 2 have?
Answer: C24H37N3O4

Question: Which value of F_max does entry 2 give?
Answer: 0.6 eV/A